# 1
{"formula": "C30H31AuBr2N2O2Te", "method": "the ωB97M-V functional and the def2-TZVPD basis", "species": ["Au", "C", "C", "C", "C", "C", "C", "Br", "C", "C", "Br", "C", "O", "C", "N", "H", "H", "H", "H", "H", "H", "C", "C", "O", "N", "Te", "C", "C", "C", "C", "C", "C", "C", "C", "C", "C", "C", "C", "C", "C", "C", "C", "C", "C", "H", "H", "H", "H", "H", "H", "H", "H", "H", "H", "H", "H", "H", "H", "H", "H", "H", "H", "H", "H", "H", "H", "H", "H", "H"], "xyz": [[3.24213, 0.55711, 0.59207], [0.12075, 3.59924, 0.82891], [0.84433, 3.69068, 2.12735], [0.44559, 4.34786, 3.26434], [1.26187, 4.49416, 4.35817], [2.48724, 3.83436, 4.38986], [3.35251, 3.80010, 5.58588], [3.06670, 4.91967, 7.13901], [4.42549, 2.93488, 5.53505], [4.69911, 2.18932, 4.38881], [6.20841, 1.07115, 4.44879], [3.93026, 2.15094, 3.23349], [4.23871, 1.37817, 2.24062], [2.81407, 3.08460, 3.22986], [2.03694, 3.08343, 2.16829], [-0.91301, 3.95400, 0.90024], [0.27071, 2.58177, 0.51333], [0.57390, 4.12702, 0.00880], [-0.54095, 4.83030, 3.20965], [0.81583, 4.98535, 5.22159], [5.08830, 2.93647, 6.36393], [4.92881, -0.37389, -2.20924], [3.55037, -0.97131, -2.06047], [3.18360, -1.94571, -2.75958], [2.74012, -0.34414, -1.18728], [0.81453, -1.61427, -1.16734], [-0.87661, -3.12404, -1.90969], [-1.19589, -4.35729, -1.29805], [-0.53726, -4.89166, -0.01663], [-2.27256, -5.11065, -1.66364], [-3.08435, -4.82161, -2.75875], [-4.32488, -5.62260, -3.13493], [-2.68176, -3.67270, -3.48076], [-1.68814, -2.80580, -3.05504], [-1.50176, -1.53921, -3.90489], [-0.72428, -0.15652, -0.66722], [-1.51485, -0.31446, 0.48048], [-1.43471, -1.40449, 1.53215], [-2.49445, 0.66779, 0.73365], [-2.72950, 1.73957, -0.14084], [-3.85496, 2.64773, 0.13912], [-1.88522, 1.88959, -1.22555], [-0.83054, 0.98961, -1.46660], [0.11274, 1.38308, -2.51062], [5.33999, -0.81567, -3.12246], [5.60076, -0.66978, -1.41308], [4.96264, 0.70276, -2.32167], [0.25501, -4.18751, 0.31369], [-0.02678, -5.83637, -0.23870], [-1.29256, -5.03682, 0.75428], [-2.61149, -5.92371, -0.98647], [-4.39291, -5.86895, -4.19805], [-5.19296, -5.07353, -2.80347], [-4.46211, -6.57756, -2.58973], [-3.21643, -3.53273, -4.40552], [-2.03741, -1.62769, -4.84526], [-0.44270, -1.28606, -4.07278], [-1.95966, -0.73122, -3.38917], [-0.68443, -1.13921, 2.30761], [-1.13946, -2.37810, 1.12936], [-2.42464, -1.51486, 2.07630], [-3.11407, 0.63492, 1.60682], [-4.57937, 2.07135, 0.69970], [-4.30024, 3.12654, -0.77075], [-3.47116, 3.53294, 0.78854], [-2.02700, 2.75244, -1.90254], [-0.41019, 1.63181, -3.44067], [0.75098, 0.64550, -2.91422], [0.70881, 2.30391, -2.27806]], "forces_ev_per_a": [[0.3, 0.1, -0.5], [-0.3, 0.0, 0.4], [2.6, -0.4, -0.2], [-1.6, 1.4, 0.0], [-1.0, -0.3, 0.1], [0.7, 0.4, 2.0], [-0.2, -0.7, -1.6], [0.0, -0.5, -0.8], [-1.2, 1.6, 0.0], [0.1, -0.5, -0.1], [0.4, -0.3, 0.1], [0.5, -0.1, -0.6], [-0.4, 0.3, 0.5], [-0.1, -0.3, 0.9], [-1.1, -0.3, -1.5], [0.1, -0.5, 0.0], [-0.8, -0.7, -0.1], [0.5, 0.8, -0.1], [0.4, -0.2, 0.4], [0.6, 0.1, 0.0], [0.6, -0.3, 0.5], [0.7, -0.6, -1.0], [-1.4, 0.0, 0.5], [0.5, 0.6, 0.3], [-0.3, 0.1, 0.2], [-0.6, -0.8, 0.4], [-1.0, -0.1, -1.1], [1.3, 1.2, 1.7], [1.1, 1.0, -0.8], [-2.4, -1.3, -0.5], [1.0, 0.4, 0.0], [0.3, -0.5, 0.6], [-0.8, -1.3, 0.4], [1.1, 0.3, -0.1], [0.6, -1.0, 0.4], [1.1, -0.2, 0.1], [-1.1, 0.8, 0.5], [-0.2, -0.2, 0.6], [0.6, 0.2, -1.2], [0.9, -1.1, -0.2], [0.2, 2.3, 0.5], [0.1, 0.1, -0.2], [-1.1, 0.2, 1.0], [0.4, 1.6, -1.8], [0.0, 0.1, 0.0], [-0.1, 0.0, 0.4], [-0.3, 0.2, 0.2], [-0.6, -0.4, 0.1], [-0.2, 0.0, 0.2], [0.1, 0.0, 0.1], [0.5, 0.3, -0.5], [0.0, 0.3, 0.1], [-0.5, 0.5, -0.3], [0.7, 0.4, -0.2], [-0.1, 0.6, -0.3], [0.1, -0.2, -0.2], [-0.4, -0.2, 0.0], [-0.3, 1.0, 0.6], [-0.3, -0.1, -0.5], [-0.1, 0.2, 0.0], [1.1, 0.1, -0.8], [-0.2, -0.4, 0.5], [-0.5, 0.4, 0.1], [0.3, -0.6, 0.7], [-0.8, -1.4, -0.8], [0.2, -0.5, 0.4], [-0.5, 0.4, 0.2], [1.1, -1.1, 0.4], [-0.4, -0.9, 0.2]], "molar_mass_da": 935.97, "s2": 0.77, "e_tot_ev": -189758.43701, "charge": -1, "gap_ev": [6.96, 6.24], "multiplicity": 2}

---

# 2
{"formula": "C37H34BrN5O3PS2W", "method": "the ωB97M-V functional and the def2-TZVPD basis", "species": ["W", "N", "C", "N", "C", "C", "S", "C", "C", "S", "C", "N", "N", "H", "H", "H", "H", "H", "H", "C", "C", "C", "C", "C", "O", "C", "N", "C", "C", "C", "C", "C", "C", "P", "C", "C", "C", "C", "C", "C", "C", "C", "C", "C", "C", "C", "H", "H", "H", "H", "H", "H", "H", "H", "H", "H", "H", "H", "H", "H", "H", "H", "H", "H", "H", "H", "H", "H", "H", "H", "Br", "C", "C", "C", "C", "C", "C", "C", "O", "O", "H", "H", "H", "H"], "xyz": [[1.45702, -0.70261, 0.10495], [0.97914, 2.57281, 1.86123], [1.68536, 1.58025, 2.31725], [2.06009, 0.42112, 1.66958], [3.04446, -0.33570, 2.41019], [3.46660, 0.24567, 3.58290], [2.73798, 1.82093, 3.84382], [3.76063, -1.39853, 1.67965], [4.85051, -2.11330, 1.94068], [5.04368, -3.40612, 0.76661], [3.71222, -2.81277, -0.16567], [3.17722, -1.66203, 0.37042], [3.14377, -3.49769, -1.12741], [0.48240, 2.26986, 0.97309], [-0.31495, 3.96704, 1.55953], [4.19513, -0.16074, 4.32122], [5.64940, -1.92027, 2.68346], [3.60154, -4.33457, -1.43862], [2.22424, -3.31844, -1.49867], [2.70420, 2.84404, -0.85002], [2.41749, 2.34706, -2.24704], [3.41443, 3.01265, -3.21152], [2.44035, 0.79453, -2.42318], [2.47576, 0.29963, -3.90096], [1.67773, -0.93529, -3.82878], [0.93679, -0.88729, -2.68901], [1.35085, 0.03224, -1.77763], [-0.27526, -1.72779, -2.64639], [-0.73902, -2.21569, -3.88800], [-2.04413, -2.63644, -4.06210], [-2.99477, -2.63369, -3.03465], [-2.51485, -2.24406, -1.73211], [-1.13062, -1.94956, -1.56127], [-0.60879, -1.99992, 0.18427], [-2.00042, -1.72025, 1.40280], [-2.50298, -2.74310, 2.22421], [-3.67599, -2.50608, 2.90862], [-4.27628, -1.24026, 2.96941], [-3.75442, -0.23552, 2.17549], [-2.63251, -0.48927, 1.33755], [0.13769, -3.63505, 0.70909], [0.83042, -3.74281, 1.94821], [1.65145, -4.84650, 2.19638], [1.40330, -6.00830, 1.41237], [0.66123, -5.89146, 0.24764], [-0.14521, -4.78765, -0.01106], [3.79281, 2.58662, -0.60613], [2.16967, 2.44985, -0.00498], [2.54646, 3.89901, -0.79145], [1.38320, 2.77403, -2.46606], [4.40993, 2.75595, -2.85893], [3.27605, 4.11841, -3.29376], [3.27802, 2.68313, -4.26521], [3.44388, 0.38046, -1.96335], [3.48324, 0.17333, -4.20030], [1.97643, 0.95702, -4.59406], [0.00441, -2.31638, -4.73166], [-2.42076, -2.83440, -5.08907], [-4.02727, -2.98263, -3.19649], [-3.12568, -2.02333, -0.90473], [-1.95628, -3.67262, 2.20036], [-4.12699, -3.39348, 3.37512], [-5.11739, -1.05372, 3.62731], [-4.13327, 0.73968, 2.08691], [-2.22848, 0.33074, 0.69064], [0.74641, -2.98237, 2.73676], [2.46245, -4.91564, 2.92124], [1.80594, -6.98842, 1.75579], [0.71979, -6.67175, -0.53539], [-0.70747, -4.63509, -0.95200], [-1.83623, 7.25160, -0.43703], [-3.14856, 6.42502, 0.65248], [-4.20929, 7.32602, 1.01837], [-5.50274, 6.84266, 1.20257], [-5.67720, 5.43920, 1.20202], [-4.62042, 4.56107, 1.06791], [-3.33404, 5.06074, 0.91052], [-2.12823, 4.15216, 0.97260], [-0.95583, 4.71670, 1.26385], [-2.15463, 2.94772, 0.70227], [-3.95612, 8.40245, 1.02726], [-6.40191, 7.47095, 1.31970], [-6.69304, 5.05554, 1.32187], [-4.79978, 3.50069, 1.12862]], "forces_ev_per_a": [[0.2, 2.3, 0.7], [0.0, -2.8, -0.2], [0.4, 3.3, 0.4], [0.2, -2.2, -0.6], [1.5, 0.8, 1.0], [-0.6, 0.0, -0.6], [-1.0, -1.2, -1.2], [-1.3, 1.2, -0.8], [1.0, -0.4, 0.2], [0.0, 0.6, -0.3], [-0.2, 0.8, 1.9], [0.7, -1.9, 0.7], [0.2, -0.2, -0.7], [0.5, 0.5, 1.1], [-1.3, 1.8, -0.7], [-0.6, 0.4, -0.9], [-0.9, -0.4, -0.4], [0.0, -0.3, -0.3], [0.0, 0.1, 0.1], [2.5, -1.2, 0.5], [-1.9, 0.6, -0.4], [-0.5, 0.1, -0.9], [3.0, 0.5, 0.3], [-1.4, 0.6, 1.7], [-1.1, 0.4, 1.9], [0.7, -0.1, -1.1], [-0.4, -1.4, -1.0], [0.3, -0.8, -0.9], [1.5, 0.0, -0.8], [-1.4, -0.1, -0.9], [1.1, 0.5, 1.4], [1.6, -0.3, -2.5], [-2.0, 0.2, 1.2], [-0.7, -0.8, 2.1], [0.6, 0.5, -1.0], [0.5, 0.5, -1.1], [-0.2, -1.0, 0.6], [0.4, -0.2, -0.3], [1.6, -0.9, -1.1], [-0.3, 1.0, 0.3], [-1.6, 0.2, 1.0], [1.1, 0.9, -0.2], [-1.2, -1.3, -0.8], [1.0, 0.4, 0.5], [-0.8, -1.5, -0.7], [1.7, 1.4, -1.8], [-1.2, 0.7, -0.2], [-0.6, -0.5, -0.1], [0.2, 0.8, -0.1], [0.9, -1.0, -0.2], [0.3, 0.3, -0.3], [0.2, -0.9, 0.6], [0.2, 0.0, 0.6], [-1.6, 1.0, -0.5], [0.8, -0.8, -0.5], [-0.3, 0.2, -0.2], [-1.2, 0.6, 0.9], [0.6, -0.3, 0.8], [0.6, 0.5, 0.1], [-1.0, -0.6, 0.9], [-0.5, -0.4, 0.3], [0.1, 0.7, 0.2], [0.0, -0.1, -0.2], [-0.8, 1.1, 0.3], [-0.6, -0.6, 0.6], [0.4, 0.2, -0.6], [-0.8, 0.3, 0.5], [0.1, 0.9, -0.8], [-0.5, 0.1, 1.0], [0.3, -0.7, 0.5], [0.3, -0.5, 0.6], [-2.0, 1.3, 1.0], [0.6, -0.1, -0.9], [0.3, -0.9, 0.3], [-0.8, 0.5, -0.2], [-0.3, 0.5, 0.6], [2.0, 0.1, -0.8], [-0.1, -1.1, -1.4], [0.7, -1.0, 1.1], [-0.3, 0.4, 0.6], [-0.5, -0.7, -0.2], [0.9, -0.1, 0.1], [0.4, 0.0, -0.1], [0.2, -0.2, 0.1]], "e_above_lowest_kj_mol": 0.00, "molar_mass_da": 955.56, "s2": 2.04, "e_tot_ev": -155311.03818, "charge": 3, "gap_ev": [2.61, 2.88], "multiplicity": 3}

---

# 3
{"formula": "C22H19N5O4", "method": "the ωB97M-V functional and the def2-TZVPD basis", "species": ["C", "O", "C", "C", "C", "C", "N", "C", "N", "C", "N", "C", "C", "C", "C", "C", "C", "C", "O", "C", "O", "C", "C", "C", "N", "N", "C", "C", "O", "C", "C", "H", "H", "H", "H", "H", "H", "H", "H", "H", "H", "H", "H", "H", "H", "H", "H", "H", "H", "H"], "xyz": [[-3.88473, -2.38761, 1.71861], [-2.95399, -3.46565, 1.38492], [-1.64393, -3.12735, 1.12070], [-1.10330, -3.27005, -0.14588], [0.15471, -2.85094, -0.49359], [0.93297, -2.27984, 0.43445], [2.22095, -2.04597, 0.20151], [2.73385, -0.80953, 0.41889], [3.68641, -0.96996, 1.32179], [4.33527, 0.13552, 1.88586], [3.91971, 1.33951, 1.59320], [2.93243, 1.49687, 0.63947], [2.31685, 0.37748, 0.05110], [1.16925, 0.60825, -0.88467], [-0.21213, 0.66810, -0.32297], [-1.34170, 0.65156, -1.16121], [-2.65020, 0.75333, -0.60085], [-2.77772, 1.14884, 0.78010], [-3.90291, 1.57022, 1.36071], [-1.64837, 1.03119, 1.59706], [-1.77594, 1.23149, 2.92014], [-0.40505, 0.82466, 1.05809], [1.46904, 1.94019, -1.65685], [2.02585, 2.97286, -0.94119], [2.13293, 4.06310, -1.63131], [1.90122, 3.58861, -2.92073], [1.41358, 2.34360, -2.94805], [0.91702, 1.77008, -4.15724], [2.48258, 2.78877, 0.36980], [0.46708, -2.06973, 1.77382], [-0.86515, -2.48373, 2.02577], [-3.79798, -1.62040, 0.99185], [-4.96959, -2.69035, 1.57283], [-3.74621, -2.05302, 2.74463], [-1.74658, -3.79776, -0.92518], [0.44114, -2.87659, -1.48032], [2.79018, -2.63920, 0.74420], [5.02458, -0.01936, 2.67777], [1.34547, -0.14440, -1.68744], [-1.14612, 0.65224, -2.21217], [-3.58662, 0.77407, -1.14539], [-4.42925, 2.03312, 0.71234], [-2.76451, 1.30531, 3.08876], [0.36630, 0.77240, 1.75824], [1.84960, 4.19708, -3.73364], [0.52748, 0.72323, -3.96857], [0.16584, 2.31323, -4.69424], [1.68243, 1.81971, -4.83346], [1.20113, -1.81204, 2.56086], [-1.25383, -2.48114, 3.03747]], "forces_ev_per_a": [[-0.6, -1.3, -0.2], [-0.8, -0.2, 0.1], [-0.6, 1.1, -1.4], [-2.5, -1.8, -1.8], [-2.0, -0.2, 0.8], [-2.9, 0.2, 3.7], [2.5, 0.6, -3.1], [2.3, -2.9, 3.2], [4.0, 2.0, 2.5], [-4.0, -2.1, -2.8], [-1.1, 2.4, -1.4], [0.9, -1.0, 1.4], [-1.8, 5.2, -1.2], [1.2, 0.7, -3.0], [-1.3, -0.1, 0.8], [-0.6, 0.0, 1.5], [0.9, 1.6, 1.6], [2.4, -1.7, -2.6], [-1.2, 0.0, 0.7], [-0.7, 0.5, -0.7], [-1.8, 0.1, 1.0], [-0.8, -0.3, -1.5], [-0.3, -3.3, 1.6], [0.0, -0.3, 1.2], [1.6, 0.5, -1.4], [-0.5, 1.7, 0.4], [-0.2, 0.8, 1.6], [-2.1, -2.3, 0.2], [0.5, -0.4, -0.2], [-1.1, -1.6, -1.3], [1.9, 0.5, 2.4], [0.6, 1.1, -0.4], [1.5, -0.5, 0.4], [0.1, 0.2, -0.1], [0.8, 0.9, 1.0], [0.9, -0.4, -2.1], [0.9, -1.0, 0.4], [0.7, -0.2, 0.3], [-0.9, -0.1, 0.6], [-0.4, -0.4, -0.6], [0.2, -0.1, -0.5], [-0.4, 0.1, -0.1], [1.7, 0.0, 0.0], [1.4, 0.0, 0.8], [0.1, 0.2, 0.8], [0.7, 1.1, -0.5], [-1.0, 0.6, 0.3], [2.2, -0.8, -2.0], [-0.8, 0.2, -0.5], [0.1, 0.4, 0.2]], "e_above_lowest_kj_mol": 403.15, "molar_mass_da": 417.42, "e_tot_ev": -38759.27783, "smiles": "COc1ccc(Nc2ncnc3c2[C@@H](c2ccc(O)c(O)c2)c2c(n[nH]c2C)O3)cc1", "gap_ev": 8.54, "multiplicity": 1}